Density functional theory data (ωB97M-V/def2-TZVPD) for a molecular structure, C36H68CdN8O3SSi4.

```
121
Properties=species:S:1:pos:R:3:mulliken_charge:R:1
Cd -0.10515 -0.19536 -0.85019 6.83
N 1.45400 0.61481 -2.37456 -0.61
C 2.85046 0.67840 -1.91272 -1.81
C 2.97342 0.46603 -0.39752 0.30
N 2.21518 -0.66535 0.14363 2.20
C 2.43141 -0.73668 1.62961 -2.44
C -0.27490 -0.34762 2.35268 -1.53
N -0.55733 0.56880 1.20662 0.77
C 2.62337 -1.93937 -0.46426 -1.01
C 1.47979 -2.95204 -0.41855 -1.06
N 0.34855 -2.42488 -1.18869 -0.70
H 1.02764 1.54117 -2.33466 0.26
H 1.35143 0.28028 -3.32372 0.14
H 3.43816 -0.06454 -2.44844 0.49
H 3.30200 1.64584 -2.14496 0.55
H 4.04242 0.36693 -0.15525 0.44
H 2.60758 1.35929 0.11819 -0.83
H 2.23696 -1.78406 1.89617 0.15
H 3.51048 -0.59765 1.80325 -0.05
H -0.21968 -1.37377 1.97197 -0.41
H -1.11455 -0.31240 3.04561 0.46
H -1.55993 0.71434 1.12679 0.21
H -0.16170 1.48515 1.39212 -1.00
H 2.88323 -1.79526 -1.51685 0.53
H 3.50482 -2.34429 0.04574 0.23
H 1.83010 -3.90876 -0.80950 0.61
H 1.16082 -3.09964 0.61371 0.27
H 0.45737 -2.55721 -2.18615 0.22
H -0.55545 -2.80516 -0.92370 -0.05
O -1.23724 -0.98290 -3.05102 -1.02
S -2.04016 0.23456 -3.11130 1.36
O -1.79572 1.12031 -4.22332 -0.83
N -1.85505 0.95239 -1.69764 -0.37
C -2.21232 2.31935 -1.60021 -0.53
C -3.50843 2.75588 -1.72074 0.02
C -3.85670 4.11494 -1.57254 -1.14
C -2.90556 5.04975 -1.29950 -0.93
C -1.55390 4.65109 -1.17250 1.34
C -0.51656 5.57757 -0.92513 -0.80
C 0.77304 5.14798 -0.84550 -1.01
C 1.02667 3.77007 -0.99577 -0.15
N 0.09735 2.87539 -1.21193 -0.17
C -1.19768 3.28890 -1.31651 -0.95
C -3.71456 -0.32107 -3.27134 -0.43
C -4.58912 0.35461 -4.11071 -0.18
C -5.91071 -0.06385 -4.18612 -0.67
C -6.34417 -1.14521 -3.42836 -0.67
C -5.45290 -1.82616 -2.60567 -0.47
C -4.13062 -1.41803 -2.52729 -0.21
H -4.28189 2.02986 -1.93310 0.42
H -4.89510 4.40730 -1.66712 0.43
H -3.16308 6.09604 -1.18414 0.40
H -0.76467 6.62613 -0.80502 0.42
H 1.59073 5.83362 -0.66490 0.44
H 2.04726 3.39850 -0.92759 0.13
H -4.22262 1.19232 -4.69099 0.52
H -6.60383 0.45248 -4.83904 0.42
H -7.37950 -1.45921 -3.48199 0.40
H -5.78920 -2.68110 -2.03034 0.53
H -3.41015 -1.93374 -1.90279 0.27
C -2.33801 -4.50483 0.89144 -0.83
N -3.36444 -3.52838 1.19584 0.56
C -4.58044 -4.04691 1.80564 -0.68
C -5.31348 -2.93960 2.53050 -0.69
C -5.53372 -1.80030 1.56175 -0.74
N -4.26957 -1.38812 0.97079 0.86
C -4.19215 -0.00589 0.53033 -0.42
C -3.22471 -2.23594 0.76265 -0.79
O -2.17593 -1.85503 0.21754 -1.01
H -2.13456 -5.10747 1.77751 0.40
H -1.42521 -3.99544 0.60708 -0.06
H -2.64655 -5.17122 0.08040 0.29
H -4.29188 -4.83287 2.50541 0.37
H -5.22738 -4.50612 1.04725 0.26
H -4.70522 -2.59077 3.36838 0.26
H -6.26584 -3.30309 2.91619 0.38
H -5.96059 -0.93672 2.07204 0.41
H -6.23730 -2.09860 0.77459 0.29
H -5.08857 0.24273 -0.04224 0.48
H -3.32954 0.12809 -0.11219 -0.74
H -4.12980 0.67005 1.38909 0.53
C -0.86587 -1.20345 5.64516 -1.18
Si -0.25128 0.56524 5.22288 1.35
C 0.02386 1.37369 6.93042 -1.53
C -1.89257 1.40890 4.65445 -1.32
Si 1.39204 0.14586 3.21001 0.24
Si 2.09602 2.37980 3.13099 1.12
C 2.63451 2.87334 4.86754 -1.01
C 0.73357 3.59006 2.62519 -0.60
C 3.60223 2.79608 2.05252 -1.22
Si 2.80010 -1.15633 4.60012 1.07
C 2.38855 -2.99540 4.44388 -1.39
C 4.64290 -0.95216 4.20522 -1.38
C 2.76678 -0.78682 6.44434 -1.21
H -1.80964 -1.18598 6.20478 0.47
H -0.13672 -1.75298 6.24876 0.28
H -1.03134 -1.79025 4.73127 0.12
H -0.77290 1.08944 7.62808 0.40
H 0.01505 2.46571 6.84568 0.36
H 0.97673 1.08912 7.38292 0.38
H -2.39267 1.91307 5.48867 0.40
H -2.59879 0.67178 4.24940 0.25
H -1.72593 2.15800 3.87191 0.20
H 1.88614 2.59583 5.61194 0.10
H 2.79855 3.95477 4.93460 0.42
H 3.57216 2.37523 5.14156 0.22
H -0.17813 3.40898 3.20288 0.04
H 0.47765 3.52387 1.56155 -0.27
H 1.05062 4.62014 2.81971 0.51
H 4.24749 1.92316 1.90729 0.26
H 4.20030 3.56991 2.54167 0.54
H 3.32051 3.16945 1.06242 0.27
H 2.55344 -3.37218 3.42940 0.33
H 1.33660 -3.16950 4.69813 0.31
H 3.00291 -3.58904 5.12846 0.46
H 4.90782 -1.20173 3.17570 0.36
H 5.24336 -1.58423 4.86890 0.48
H 4.94217 0.08802 4.38285 0.28
H 1.79907 -0.98593 6.90732 0.30
H 3.02129 0.25848 6.64662 0.26
H 3.51336 -1.41784 6.93723 0.47
```

Highest occupied orbital energy = -5.3 eV
Kohn-Sham gap = 5.32 eV
E_LUMO = 0.0 eV
Charge = 0
ΔE to the lowest compared entry with this formula, charge and spin = 1.6426 eV
E = -3800.32143 hartree

---

Density functional theory data (ωB97M-V/def2-TZVPD) for a molecular structure, C36H71As3N2P2Y at a distorted geometry.

```
115
Properties=species:S:1:pos:R:3:mulliken_charge:R:1
Y 0.06070 -0.09270 -0.31310 -0.22
C -2.59900 1.97400 2.31160 -1.27
As -0.74010 2.08170 1.67370 1.27
C 0.08340 2.15020 3.45050 -1.44
C -0.50300 4.02090 1.28010 -1.59
C -1.10640 4.66070 0.02570 2.93
C -0.48670 6.06120 -0.12570 -1.92
C -0.72460 3.90520 -1.26340 -1.68
As -1.48000 2.14380 -1.83600 1.03
C -1.07520 2.38620 -3.74600 -1.52
C -3.42760 2.40170 -2.04710 -1.66
C -2.62620 4.75270 0.12800 -1.67
As -3.69240 5.83580 1.50400 0.43
C -2.52660 6.36770 3.00680 -1.07
C -3.78630 7.57540 0.61260 -1.08
H -2.88930 2.92310 2.77390 0.31
H -2.64720 1.18660 3.06840 0.53
H -3.31140 1.73520 1.51970 0.24
H -0.43200 2.89900 4.05640 0.55
H 1.14160 2.40950 3.40300 0.40
H -0.01480 1.18140 3.94510 0.40
H 0.58610 4.17420 1.27450 0.58
H -0.89830 4.53940 2.16050 0.22
H 0.57220 5.98320 -0.36860 0.40
H -0.57570 6.63360 0.79360 0.32
H -0.97540 6.61810 -0.92280 0.50
H 0.36180 3.73860 -1.24460 -0.09
H -0.93280 4.57290 -2.10890 0.66
H -1.54670 3.30580 -4.10190 0.59
H -1.47970 1.55350 -4.32530 0.45
H -0.00440 2.45060 -3.93340 0.31
H -3.63800 3.44130 -2.29280 0.48
H -3.98760 2.12360 -1.15690 0.38
H -3.76370 1.78590 -2.88200 0.61
H -3.01460 3.73200 0.23250 -0.23
H -3.01530 5.15310 -0.81380 0.60
H -2.26880 5.54000 3.66660 0.29
H -3.12890 7.06780 3.58670 0.41
H -1.62580 6.88790 2.68720 0.31
H -4.10100 7.47600 -0.42470 0.33
H -2.83010 8.09410 0.65820 0.32
H -4.53040 8.18410 1.12560 0.41
C 3.71180 0.35310 3.04910 -1.05
C 3.62130 -0.79740 3.81950 -1.09
C 2.50010 -1.59810 3.67820 -0.96
C 1.50630 -1.25040 2.76080 0.74
N 1.64320 -0.18580 1.94730 1.91
C 2.71050 0.59600 2.12410 -0.88
C 0.21540 -1.96970 2.70860 0.25
C -0.19240 -2.78440 3.76800 -1.13
C -1.44490 -3.37340 3.74080 -0.80
C -2.27190 -3.12500 2.65600 -1.09
C -1.79950 -2.30210 1.65010 -0.71
N -0.59130 -1.73310 1.65470 1.21
H 4.53730 1.03710 3.16210 0.57
H 4.38710 -1.04590 4.53790 0.50
H 2.40880 -2.48600 4.27940 0.55
H 2.74750 1.48820 1.50940 0.47
H 0.44220 -2.94900 4.62400 0.45
H -1.77010 -4.00390 4.55380 0.48
H -3.26070 -3.54890 2.60070 0.54
H -2.42320 -2.08660 0.79030 0.47
C -4.51890 -2.29500 -2.41160 -1.57
C -3.49800 -1.37400 -1.74760 0.09
P -1.73570 -1.97140 -1.79640 0.83
C -1.39880 -1.79610 -3.60980 -0.03
C -0.06320 -2.40220 -4.02380 -1.51
C -1.90650 -3.80680 -1.58790 -0.79
C -0.61560 -4.51700 -1.20130 -1.07
H -5.48050 -1.78830 -2.46450 0.45
H -4.66620 -3.21390 -1.84950 0.36
H -4.22700 -2.54860 -3.42750 0.32
H -3.78500 -1.19740 -0.70430 0.42
H -3.49440 -0.40050 -2.25410 -0.10
H -1.41550 -0.72130 -3.84070 -0.33
H -2.20620 -2.27990 -4.16660 0.68
H 0.74170 -2.05300 -3.37050 0.30
H 0.17110 -2.12870 -5.05090 0.47
H -0.10330 -3.48700 -3.98100 0.34
H -2.29690 -4.20040 -2.53060 0.61
H -2.66150 -3.97600 -0.81550 0.51
H 0.09490 -4.56600 -2.02240 0.26
H -0.84410 -5.53880 -0.91070 0.44
H -0.13190 -4.02610 -0.35630 0.07
C 2.01600 0.39600 -4.45070 -1.34
C 3.08770 -0.18930 -3.53040 0.47
C 4.47900 0.26780 -3.96900 -1.68
P 2.67840 0.14310 -1.72330 0.64
C 3.62190 -1.19520 -0.79000 1.41
C 2.74890 -2.45180 -0.76560 -1.32
C 5.00510 -1.58620 -1.30490 -1.92
C 3.40520 1.81450 -1.19710 2.14
C 3.07130 2.89990 -2.22020 -1.49
C 4.87790 1.84300 -0.80490 -1.64
H 2.08480 -0.06380 -5.43450 0.51
H 2.17140 1.46400 -4.58470 0.42
H 1.01130 0.22830 -4.05560 -0.06
H 3.03840 -1.28640 -3.59960 0.67
H 4.49050 1.32800 -4.20310 0.32
H 4.75940 -0.26570 -4.87460 0.44
H 5.23650 0.06790 -3.22110 0.31
H 3.72210 -0.80120 0.22990 -0.27
H 2.61890 -2.83910 -1.77660 0.30
H 1.76280 -2.25420 -0.31640 -0.03
H 3.24120 -3.22720 -0.18220 0.60
H 4.95030 -1.98460 -2.31430 0.38
H 5.39950 -2.37810 -0.66970 0.54
H 5.71560 -0.76570 -1.27170 0.40
H 2.80580 2.05000 -0.30070 -0.88
H 3.72100 2.85390 -3.08720 0.27
H 3.21270 3.87980 -1.76790 0.49
H 2.03300 2.81220 -2.54900 0.20
H 5.52850 1.58290 -1.63280 0.27
H 5.08840 1.18350 0.03270 0.33
H 5.14160 2.85500 -0.50150 0.49
```

Highest occupied orbital energy = -14.2 eV
Kohn-Sham gap = 5.79 eV
E_LUMO = -8.4 eV
Charge = +3
ΔE to the lowest compared entry with this formula, charge and spin = 0.8610 eV
E = -8951.40494 hartree

---

ΔE to the lowest compared entry with this formula, charge and spin of number 1 (C36H68CdN8O3SSi4)?
1.6426 eV